Entry 1:
Below is a structure of composition C29H24N6O4STi, with properties calculated with wB97M-V/def2-TZVPD.

Structure (XYZ):
```
65
C29H24N6O4STi, DFT wB97M-V/def2-TZVPD
Ti 1.32 0.70 0.94
C 3.96 2.73 3.50
C 2.59 2.27 3.13
O 2.56 1.47 2.05
C 1.45 2.60 3.76
C 0.21 2.09 3.19
C -0.85 3.05 2.75
N 0.02 0.83 2.95
N 0.77 -0.07 3.71
C 1.28 -1.03 3.02
O 1.25 -1.06 1.69
C 1.96 -2.15 3.70
C 1.91 -2.28 5.08
C 2.56 -3.33 5.71
C 3.25 -4.27 4.95
C 3.30 -4.14 3.57
C 2.66 -3.09 2.94
H 4.41 3.25 2.65
H 4.58 1.87 3.73
H 3.93 3.39 4.36
H 1.46 3.34 4.55
H -1.29 3.50 3.64
H -1.63 2.53 2.19
H -0.42 3.85 2.14
H 1.37 -1.54 5.66
H 2.52 -3.42 6.78
H 3.76 -5.09 5.44
H 3.85 -4.87 2.98
H 2.70 -2.98 1.87
C -1.11 -3.57 -6.01
O -0.70 -2.22 -5.83
C -1.61 -1.36 -5.31
C -1.17 -0.05 -5.14
C -2.00 0.90 -4.59
C -3.30 0.56 -4.21
C -3.75 -0.73 -4.44
C -2.91 -1.71 -4.96
N -4.28 1.46 -3.69
N -4.07 2.25 -2.75
C -2.83 2.24 -2.01
C -2.15 3.42 -1.86
C -0.95 3.50 -1.13
C -0.45 2.38 -0.52
O 0.65 2.32 0.21
C -1.18 1.17 -0.63
N -0.62 0.12 0.04
C -1.24 -1.03 0.05
C -2.48 -1.21 -0.60
C -3.04 -0.18 -1.29
C -2.38 1.07 -1.34
H -0.24 -4.09 -6.42
H -1.94 -3.64 -6.72
H -1.39 -4.03 -5.06
H -0.16 0.20 -5.44
H -1.64 1.92 -4.47
H -4.78 -0.97 -4.20
H -3.29 -2.71 -5.11
H -2.55 4.30 -2.34
H -0.42 4.44 -1.05
H -0.76 -1.83 0.60
H -2.96 -2.18 -0.54
H -3.99 -0.31 -1.79
S 4.58 0.77 -2.17
C 3.31 0.44 -1.28
N 2.35 0.18 -0.63
```

Calculated values
Energy relative to the best compared isomer or geometry (same formula, charge and spin): 1.175 eV
Spin multiplicity: 1
Orbital gap: 0.2635 hartree

natural (NBO) atomic charge list, values in e, 2 entries: 1.653 -0.660



Entry 2:
Below is the molecule C5H8O, with properties calculated with wB97M-V/def2-TZVPD.

Structure (XYZ):
```
14
C5H8O, DFT wB97M-V/def2-TZVPD
C 0.20 -1.89 1.22
C -0.56 -1.38 0.45
C 0.12 0.15 0.08
C 0.29 -0.02 -1.42
C -1.07 1.01 0.46
O 1.24 0.75 0.65
H 0.79 -2.42 1.96
H 1.13 -0.69 -1.65
H -0.61 -0.44 -1.90
H 0.50 0.96 -1.86
H -1.16 1.07 1.55
H -2.00 0.60 0.05
H -0.90 2.01 0.06
H 2.03 0.28 0.34
```

Calculated values
Energy relative to the best compared isomer or geometry (same formula, charge and spin): 4.206 eV
Spin multiplicity: 1
Orbital gap: 0.3926 hartree
SMILES string: C#CC(C)(C)O

natural (NBO) atomic charge list, values in e, 2 entries: -0.195 -0.177



Entry 3:
Below is the molecule C5H7ClN2OS, with properties calculated with wB97M-V/def2-TZVPD.

Structure (XYZ):
```
17
C5H7ClN2OS, DFT wB97M-V/def2-TZVPD
C -0.76 0.06 0.98
C -2.66 0.30 2.79
C 0.87 1.17 -1.43
C 1.26 -1.40 -1.43
C 0.96 -0.09 -0.61
N -1.84 -0.14 1.77
N -0.36 -0.39 -0.10
O -2.87 0.92 3.77
S -3.41 -1.02 1.88
Cl 0.28 1.20 2.16
H 1.74 1.51 -1.80
H 0.27 1.22 -2.32
H 0.51 1.94 -0.65
H 0.53 -1.57 -2.32
H 1.32 -2.39 -0.86
H 2.29 -1.27 -1.98
H 1.87 -0.05 0.15
```

Calculated values
Energy relative to the best compared isomer or geometry (same formula, charge and spin): 1.997 eV
Spin multiplicity: 3
Orbital gap (alpha / beta): 0.2756 / 0.2793 hartree
<S²>: 2.020

natural (NBO) atomic charge list, values in e, 2 entries: 0.523 0.546



Entry 4:
Below is a cluster of 6 separate species, CH14O5 in total, with properties calculated with wB97M-V/def2-TZVPD.

Structure (XYZ):
```
20
CH14O5, DFT wB97M-V/def2-TZVPD
C 1.29 -3.20 0.23
H 1.60 -2.25 -0.21
H 1.38 -3.93 -0.58
H 2.07 -3.43 0.94
H 0.33 -3.05 0.71
O 1.35 3.19 -0.72
H 0.93 2.97 0.12
H 1.94 3.91 -0.47
O -1.18 -0.85 1.92
H -1.70 -1.51 2.40
H -1.23 -1.10 1.00
O 0.42 0.34 -1.99
H 0.60 1.01 -1.32
H 1.28 0.00 -2.19
O -1.79 -1.47 -1.02
H -1.01 -1.24 -1.54
H -2.48 -1.72 -1.63
O -0.14 2.04 1.51
H 0.33 1.22 1.57
H -0.71 1.98 2.30
```

Calculated values
Energy relative to the best compared isomer or geometry (same formula, charge and spin): 0.455 eV
Spin multiplicity: 1
Orbital gap: 0.4382 hartree
SMILES string: C.O.O.O.O.O

natural (NBO) atomic charge list, values in e, 2 entries: -0.853 0.203



Entry 5:
Below is a cluster of 2 separate species, C5H9O in total, with properties calculated with wB97M-V/def2-TZVPD.

Structure (XYZ):
```
15
C5H9O, DFT wB97M-V/def2-TZVPD
C -1.46 1.68 -0.60
C -1.65 -1.61 0.42
C -0.46 1.02 -0.04
C 0.96 -0.42 -1.55
C 0.02 -0.30 -0.57
O -0.64 -1.48 -0.25
H -1.45 2.79 -0.30
H -2.12 1.56 -1.45
H -2.01 -2.52 0.70
H -2.14 -0.70 0.85
H 0.10 1.61 0.57
H 1.24 -1.28 -2.06
H 0.06 1.03 3.07
H 1.47 0.45 -1.67
H 0.06 0.88 2.32
```

Calculated values
Energy relative to the best compared isomer or geometry (same formula, charge and spin): 3.755 eV
Spin multiplicity: 1
Orbital gap (alpha / beta): 0.3103 / 0.3102 hartree
Net charge: +1

natural (NBO) atomic charge list, values in e, 2 entries: -0.285 0.378



Entry 6:
Below is a structure of composition C2HCuFO2, with properties calculated with wB97M-V/def2-TZVPD.

Structure (XYZ):
```
7
C2HCuFO2, DFT wB97M-V/def2-TZVPD
C -0.15 0.79 -0.35
C -0.16 -0.21 -1.04
O -0.13 1.73 0.57
H 0.13 1.34 1.53
Cu 0.00 -2.99 -1.87
O -0.11 -1.40 -1.52
F 0.42 0.74 2.68
```

Calculated values
Spin multiplicity: 3
Orbital gap (alpha / beta): 0.2365 / 0.2441 hartree
Net charge: -1
<S²>: 2.012

natural (NBO) atomic charge list, values in e, 2 entries: 0.299 0.291